# 1
The following is a quantum chemistry calculation of the molecule C3H5NO3, from OMol25.

Properties
SMILES	NC(=O)COC=O
E	-10825.031	eV
gap between HOMO and LUMO	10.902	eV

```
12
Properties=species:S:1:pos:R:3:mulliken_charge:R:1
O -1.06928 -2.02156 0.72608 -0.60
H 0.67038 -0.29851 -1.37198 0.36
O -0.98460 0.81337 -0.78968 -0.30
H 1.37122 -0.03493 0.95936 0.26
N 0.84657 -0.87360 1.16930 -0.37
O 0.90585 1.77893 -0.00453 -0.54
C -0.23414 -1.19541 0.41115 0.58
H -0.95264 -1.03834 -1.59421 0.25
C -0.25207 1.83096 -0.34481 0.22
H -0.86172 2.74403 -0.33633 0.37
H 0.87825 -1.24985 2.10532 0.25
C -0.31781 -0.45507 -0.92967 -0.49
```

=====

# 2
The following is a quantum chemistry calculation of a cluster of 2 separate species, C3H9PS in total, from OMol25.

Properties
SMILES	C=C(C)S.P
E	-23379.536	eV
gap between HOMO and LUMO	9.434	eV

```
14
Properties=species:S:1:pos:R:3:mulliken_charge:R:1
H -1.09657 0.68879 -1.77125 0.30
H -1.02896 1.43284 1.46259 0.24
C -0.70782 0.42228 1.27903 -1.00
C -1.78651 0.39554 -0.97703 -1.38
H -2.50384 -0.31431 -1.38901 0.38
S -0.47235 -1.88413 -0.07122 -0.21
H -2.32384 1.28095 -0.63921 0.36
P 2.73536 -0.11366 -0.18732 -0.06
H -0.11877 -0.04827 2.04082 0.31
H -0.74621 -1.95013 -1.37030 0.13
H 2.30530 -0.63684 1.01896 0.01
C -1.01973 -0.20475 0.15477 0.84
H 4.07070 -0.25581 0.15784 0.05
H 2.69323 1.18750 0.29133 0.04
```

=====

# 3
The following is a quantum chemistry calculation of a structure of composition C39H41N8O5W in a non-equilibrium geometry, from OMol25.

Properties
net charge	+3
E	-65070.338	eV
gap between HOMO and LUMO (spin up / spin down)	6.472 / 6.420	eV

```
94
Properties=species:S:1:pos:R:3:mulliken_charge:R:1
H -4.53447 0.03808 3.79832 0.57
C 0.03252 -5.61072 0.40745 1.80
H 6.83364 -2.13416 0.34513 0.42
H -0.18836 2.71763 2.72292 0.30
H 1.79092 -5.48138 -0.90062 0.33
N -0.74875 0.50836 -3.95958 0.20
W -0.86917 0.88811 0.38288 0.47
C 5.75597 -1.97675 0.33272 -2.05
H -3.99227 0.25854 -7.14480 0.44
H -0.61932 -0.60648 5.46567 0.51
N -2.82202 7.57956 2.07527 1.03
C -4.73494 0.26224 -5.12483 -0.83
C -4.41455 0.30729 -3.78829 -0.47
C 0.87149 -5.90921 1.66020 -1.52
O -0.33325 2.70175 -0.55982 -0.78
H -2.69401 -1.80635 0.11260 0.47
H 5.63089 -0.12972 2.37629 0.37
H 5.69120 -0.40126 -1.95313 0.38
C -3.59719 0.36698 1.23746 -0.47
N -3.54221 0.42804 -1.05813 -1.67
C -1.17694 4.85730 0.14161 0.48
N 1.23437 0.42641 0.15991 0.32
C -1.25749 -6.42734 0.45512 -2.14
H -1.00532 -7.48425 0.53023 0.45
C -0.43319 5.57928 -0.79677 -0.52
C 6.06204 0.24264 1.44521 -1.54
C -0.73597 -0.11092 3.38503 0.01
C -1.28025 7.62467 0.13954 -0.52
H -2.40063 -4.20190 0.19446 0.64
H -1.87159 -6.17829 1.32323 0.44
O -2.99925 8.76266 1.91804 -0.55
C 2.16952 1.39192 0.00366 -1.43
C -2.84977 0.21983 2.50015 0.71
C -3.72671 0.29462 -6.09683 -0.47
C 3.51655 1.12406 0.02342 -0.71
H -4.68042 0.31760 1.17972 0.65
C -1.27696 -0.36661 4.64217 -1.03
C 3.00485 -1.17108 0.29128 -0.53
H 1.84791 -5.42297 1.63129 0.32
H 5.35955 -2.53500 -0.51880 0.45
C -1.99283 6.88154 1.06191 -0.25
C -2.66389 0.45128 -2.01225 0.40
N -0.68244 -1.32767 0.25374 0.60
C -3.06941 0.38757 -3.40091 0.70
H 0.26878 -5.77131 -1.76189 0.38
C -2.08408 0.42111 -4.38575 0.16
C 6.11891 0.06245 -1.06237 -1.58
H 1.82003 -3.55829 0.42207 0.61
H 6.01941 1.14476 -1.15156 0.34
H 7.18454 -0.16436 -1.04749 0.47
H 0.17773 5.05937 -1.52240 0.54
C -2.39746 0.37471 -5.73826 -0.99
N -2.90207 0.46595 0.16402 1.34
N -1.50282 0.20866 2.34388 0.39
H 3.29750 -2.20458 0.38643 0.72
C 0.57152 -1.84289 0.32107 -0.29
C 3.98195 -0.18621 0.18238 0.07
H -1.85710 -6.30321 -0.44876 0.42
C 5.47149 -0.48030 0.22230 1.77
C -1.13340 3.40849 0.15911 0.61
C 1.65952 -0.84689 0.27158 0.32
H -3.08749 -0.45108 5.78710 0.48
H 1.28676 2.52015 2.26165 0.29
C 0.80343 -3.19914 0.37267 -0.54
C -0.24895 -4.11940 0.34940 0.36
C -0.49239 6.96132 -0.79655 -0.83
H 1.80005 2.39566 -0.14657 0.99
H 7.13730 0.06860 1.48170 0.45
O -1.85694 2.69167 0.93469 -0.73
H 0.07013 7.53186 -1.52184 0.45
H -5.18378 0.28681 -3.02954 0.51
O -3.27767 6.89407 2.96850 -0.59
H 5.90614 1.32140 1.39647 0.36
H -1.62014 0.40229 -6.49144 0.45
H 0.35576 -5.60064 2.57140 0.37
C -1.52283 -3.57426 0.24191 -0.65
H 0.33063 -0.13325 3.21021 0.52
C 0.82857 -5.99452 -0.85203 -1.50
C -0.42172 0.54871 -2.68702 -0.49
C -1.96872 5.50723 1.08520 -0.26
H -2.55506 4.97159 1.81749 0.70
H 4.20382 1.95010 -0.09601 0.57
N -1.30554 0.52224 -1.70940 0.13
O 0.37789 2.23605 2.10841 -0.43
C -3.45695 0.00364 3.71143 -0.83
H 1.02821 -7.06586 -0.83655 0.45
H -5.77042 0.20200 -5.42919 0.48
H 0.62966 0.62291 -2.44156 0.64
C -1.69611 -2.20549 0.19746 -1.01
H 1.04809 -6.98253 1.72506 0.47
H 5.36029 -2.40583 1.25634 0.44
H -0.01062 0.54933 -4.64990 0.36
C -2.64451 -0.28273 4.81427 -0.43
H -1.34915 8.70372 0.15995 0.54
```

=====

# 4
The following is a quantum chemistry calculation of a cluster of 2 separate species, C3H6N2O3 in total in a non-equilibrium geometry, from OMol25.

Properties
net charge	+2
E	-12302.351	eV
gap between HOMO and LUMO (spin up / spin down)	8.397 / 8.925	eV

```
14
Properties=species:S:1:pos:R:3:mulliken_charge:R:1
C 2.53560 0.32639 -0.09469 -0.58
C -0.73387 0.68872 -0.76117 0.80
H -2.12818 -0.40998 1.67271 0.35
H 3.32327 -0.08582 0.56748 0.37
O 1.00746 -1.46147 0.11179 -0.02
C -2.39012 -0.16625 0.63837 -0.75
H -3.19036 -0.84915 0.32494 0.31
N 1.39454 -0.39339 -0.11025 0.38
O -0.39947 1.69012 -1.16514 -0.05
H 2.34833 1.40226 0.06152 0.34
N -1.25621 -0.37931 -0.26319 0.31
O -0.74071 -1.52662 -0.44600 -0.23
H -2.76037 0.85845 0.58078 0.38
H 2.99010 0.30606 -1.11715 0.39
```